Here is the molecule C3H9PS3 from the OMol25 dataset. Energies are from ωB97M-V with the def2-TZVPD basis set.

Last column: natural (NBO) charge in e.
Cartesian coordinates (Å):
C -0.2463 2.6642 -0.0629  -0.6281
C 1.5384 -2.7238 0.5366  -0.6658
C -0.7265 1.2381 -0.2267  -0.6591
P 0.7979 0.1420 0.2094  0.8944
S 1.0721 0.2291 2.1470  -0.5547
S 2.3569 0.8892 -1.0131  -0.2393
S 0.4243 -1.8014 -0.6538  -0.0777
H -0.0861 2.8409 1.0142  0.2372
H 0.7135 2.6987 -0.5431  0.1980
H -0.9044 3.2449 -0.6221  0.2258
H 1.2837 -3.6595 0.2250  0.2148
H 1.4154 -2.5394 1.6618  0.2534
H 2.4488 -2.4005 0.2236  0.2106
H -1.0244 0.7511 -1.1173  0.2235
H -1.4890 1.0827 0.4868  0.2371
H 2.4494 1.9240 -0.2819  0.1299

Calculated values
- ΔE to the lowest compared entry with this formula, charge and spin: 22.7 kcal/mol
- HOMO energy: -8.8 eV
- Structure (SMILES): CC[P@](=S)(S)SC



Here is the ion C5H6NO4S2 with charge -1 from the OMol25 dataset. Energies are from ωB97M-V with the def2-TZVPD basis set.

Last column: natural (NBO) charge in e.
Cartesian coordinates (Å):
C -1.2884 -0.2296 -0.6000  0.6368
C -1.6227 2.0228 -0.7445  0.6865
C 0.0424 0.2293 0.1281  -0.4042
C 1.7211 -0.7203 -1.4762  -0.6044
C 1.1931 -0.7165 0.0039  -0.4495
N -2.0394 0.8232 -0.9052  -0.6675
O -1.4853 -1.4219 -0.6488  -0.6328
O -2.0260 3.1269 -1.0538  -0.6100
O 0.2859 -0.6541 2.9955  -0.9806
O -1.2482 1.1901 2.4195  -0.9564
S 0.2243 1.9055 0.1137  0.0800
S -0.7200 -0.0885 2.0473  1.8277
H 2.6542 -1.1901 -1.5011  0.1976
H 2.0919 0.1823 -1.7526  0.2079
H 0.9595 -1.1010 -2.0997  0.2121
H 2.1759 -0.6614 0.5751  0.2268
H 0.8159 -1.7338 0.3873  0.2353
H -1.7341 -0.9627 2.1114  -0.0052

Calculated values
- Total charge: -1
- ΔE to the lowest compared entry with this formula, charge and spin: 16.3 kcal/mol
- HOMO energy: -5.2 eV
- Structure (SMILES): CC[C@@]1([SH](=O)=O)SC([O-])=NC1=O



Here is a cluster of 2 separate species, C3H7NO2 in total from the OMol25 dataset. Energies are from ωB97M-V with the def2-TZVPD basis set.

Last column: natural (NBO) charge in e.
Cartesian coordinates (Å):
N 0.6710 1.5139 -2.2739  -0.8138
C 0.3219 0.6897 -1.2612  0.5161
O 1.0035 -0.2340 -0.8493  -0.6305
C 0.0428 -0.9000 1.9755  -0.7258
C -1.0061 -0.9500 0.9032  0.4647
O -1.8385 -0.0861 0.7244  -0.5692
H 0.0324 2.2205 -2.5993  0.3980
H 1.5375 1.3629 -2.7671  0.4008
H 0.0555 0.0906 2.4355  0.2259
H 1.0167 -1.1279 1.5352  0.2514
H -0.9961 -1.8555 0.2643  0.1136
H -0.1801 -1.6559 2.7378  0.2292
H -0.6604 0.9315 -0.8251  0.1397

Calculated values
- ΔE to the lowest compared entry with this formula, charge and spin: 23.4 kcal/mol
- HOMO energy: -9.6 eV
- Structure (SMILES): CC=O.NC=O



Here is the molecule C4H3NO3 from the OMol25 dataset. Energies are from ωB97M-V with the def2-TZVPD basis set.

Last column: natural (NBO) charge in e.
Cartesian coordinates (Å):
C 0.3294 1.2592 -0.0443  0.5841
C 1.4791 0.5773 -0.3001  -0.2236
C -0.1071 -0.8142 0.0368  0.3125
C -1.0130 -1.9733 0.0713  0.3650
H -0.9176 2.6547 0.5803  0.5158
H 2.4696 0.8732 -0.6084  0.2343
H -0.4403 -2.9218 0.1023  0.1439
N 1.1313 -0.7703 -0.2598  -0.3680
O 0.0087 2.5405 0.1295  -0.6581
O -2.2387 -1.8616 0.1289  -0.4954
O -0.7013 0.4366 0.1636  -0.4105

Calculated values
- ΔE to the lowest compared entry with this formula, charge and spin: 39.5 kcal/mol
- HOMO energy: -9.3 eV
- Structure (SMILES): O=Cc1ncc(O)o1



Here is the molecule C6H10O from the OMol25 dataset. Energies are from ωB97M-V with the def2-TZVPD basis set.

Last column: natural (NBO) charge in e.
Cartesian coordinates (Å):
C -2.3264 -0.2942 0.1024  -0.6173
C -0.9237 0.0635 -0.3875  -0.2102
C 0.0950 1.0569 0.5141  -0.4169
C 1.1316 0.0237 0.1506  0.1980
C 2.4248 0.2435 -0.4878  -0.1044
O 2.3166 -0.2062 0.8622  -0.4795
C 0.1366 -1.0398 -0.2448  -0.4328
H -2.2555 -0.5888 1.1592  0.2036
H -3.0139 0.5508 0.0199  0.2141
H -2.7892 -1.1460 -0.4254  0.2170
H -0.7908 0.8467 -1.0954  0.2293
H 0.3809 2.1134 0.2515  0.2079
H -0.2448 1.0488 1.5392  0.2091
H 2.8010 -0.4986 -1.1944  0.1782
H 2.8177 1.2518 -0.6174  0.1783
H -0.1125 -1.6577 0.6346  0.2127
H 0.4076 -1.7058 -1.0696  0.2128

Calculated values
- ΔE to the lowest compared entry with this formula, charge and spin: 54.9 kcal/mol
- HOMO energy: -9.8 eV
- Structure (SMILES): C[C@H]1C[C@]2(CO2)C1



Here is a cluster of 2 separate species, C10H15BO in total from the OMol25 dataset. Energies are from ωB97M-V with the def2-TZVPD basis set.

Last column: natural (NBO) charge in e.
Cartesian coordinates (Å):
B -0.6019 -0.0484 0.0638  1.3449
C -0.5680 0.1102 -4.3055  -0.1868
C -1.0818 -1.0315 -3.7341  -0.2197
C 0.0455 1.0822 -3.5309  -0.2099
C -0.9302 -1.1767 -2.4240  -0.1495
C 0.0016 0.9753 -2.0509  -0.1535
C -0.4935 -0.1972 -1.4547  -0.5695
C 1.6129 -0.4710 1.2385  -0.5858
C 0.3336 1.6861 1.6160  -0.5819
C -0.3451 -0.4727 2.7236  -0.5813
C 0.1837 0.1159 1.3971  -0.5430
O -2.6671 -0.3165 0.2728  -0.9988
H -0.5915 0.2201 -5.3564  0.2099
H -1.5275 -1.7210 -4.4389  0.2260
H 0.3767 1.9631 -4.0531  0.2164
H -1.3895 -2.1095 -1.9209  0.2078
H 0.4049 1.8354 -1.5243  0.2138
H 1.6833 -1.4735 0.9146  0.2144
H 2.1611 -0.3484 2.1862  0.2068
H 2.1822 0.1509 0.5802  0.2042
H 0.8457 1.7508 2.5830  0.2133
H -0.6369 2.1040 1.7569  0.2207
H 0.7977 2.2604 0.9188  0.2057
H -1.3016 0.0426 2.8022  0.2288
H -0.6174 -1.5086 2.6528  0.2250
H 0.3769 -0.1721 3.5073  0.2055
H -2.6949 -0.9480 -0.5005  0.4363

Calculated values
- ΔE to the lowest compared entry with this formula, charge and spin: 97.8 kcal/mol
- HOMO energy: -9.0 eV



Here is the molecule C3H6FNO2 from the OMol25 dataset. Energies are from ωB97M-V with the def2-TZVPD basis set.

Last column: natural (NBO) charge in e.
Cartesian coordinates (Å):
C -0.1183 -0.1645 0.1734  0.8426
C 2.2528 -0.7248 0.1319  -0.4310
C -2.3241 0.6717 -0.1631  -0.2555
N 1.1183 0.2990 0.1733  -0.0544
O -0.5474 -1.2424 0.4577  -0.5966
O -0.9629 0.9453 -0.2051  -0.5319
F 1.2693 1.4372 -0.6059  -0.1947
H 2.2497 -1.2361 1.0552  0.2279
H 1.9768 -1.4907 -0.5719  0.2083
H 3.1859 -0.2503 -0.1262  0.2299
H -2.7638 1.5600 0.1269  0.1865
H -2.5924 -0.0884 0.7260  0.1904
H -2.7438 0.2838 -1.1723  0.1784

Calculated values
- ΔE to the lowest compared entry with this formula, charge and spin: 75.2 kcal/mol
- HOMO energy: -10.3 eV
- Structure (SMILES): COC(=O)N(C)F



Here is a cluster of 2 separate species, C3H10N2S in total from the OMol25 dataset. Energies are from ωB97M-V with the def2-TZVPD basis set.

Last column: natural (NBO) charge in e.
Cartesian coordinates (Å):
C 1.2826 0.3299 0.0119  -0.3066
C 0.8636 -0.1967 1.3365  -0.5591
S -0.6337 0.2447 2.1418  -0.0006
N 0.1919 0.5049 -1.0421  -0.2424
C -0.3866 -0.6349 -1.5465  -0.0156
N -1.3462 -0.5249 -2.5725  -0.8054
H 1.9454 -0.4511 -0.3719  0.2019
H 1.8074 1.2780 -0.0034  0.1961
H 3.5765 1.2183 -1.5849  0.0140
H 1.0865 -1.2472 1.5071  0.1755
H -1.5074 -0.4058 1.3393  0.0368
H 2.9835 1.0056 -1.9705  -0.0147
H -0.7596 -0.3556 -0.4184  0.3532
H 0.2126 -1.5439 -1.6695  0.1953
H -1.4370 0.4291 -2.9206  0.3872
H -1.1535 -1.1348 -3.3569  0.3844

Calculated values
- ΔE to the lowest compared entry with this formula, charge and spin: 171.5 kcal/mol
- HOMO energy: -6.7 eV



Here is the molecule C25H32N6O from the OMol25 dataset. Energies are from ωB97M-V with the def2-TZVPD basis set.

Last column: natural (NBO) charge in e.
Cartesian coordinates (Å):
C 0.4403 4.0930 5.0630  -0.6305
C 0.3605 2.9163 4.1395  -0.0039
C 0.6342 1.6335 4.6003  -0.2103
C 0.5399 0.5423 3.7580  -0.1881
C 0.1719 0.7074 2.4285  -0.0596
C -0.0916 1.9865 1.9586  -0.1642
C -0.0053 3.0746 2.8096  -0.2246
H -0.2165 4.0621 2.4257  0.2112
H -0.3687 2.1365 0.9267  0.2159
C 0.1333 -0.5121 1.5268  -0.1075
C 1.5493 -0.8259 1.1876  0.3506
N 2.2550 -1.7936 1.7290  -0.3106
N 3.4661 -1.7213 1.1969  -0.0614
N 3.5458 -0.7726 0.3633  -0.0740
N 2.3544 -0.1631 0.3201  -0.2019
C 2.1093 0.9771 -0.5083  -0.2575
H 2.5818 0.8022 -1.4789  0.2186
H 1.0307 1.0851 -0.6367  0.2490
C 2.6908 2.2641 0.1176  0.0959
H 2.2265 2.4132 1.0995  0.1973
C 4.2305 2.2306 0.2071  -0.4485
H 4.5683 2.2335 1.2410  0.2246
C 4.6657 3.4907 -0.5466  -0.4266
H 5.5860 3.3507 -1.1076  0.2172
C 3.4626 3.7493 -1.4518  -0.0677
H 3.3358 4.7953 -1.7317  0.1944
O 2.3368 3.3770 -0.6815  -0.5264
H 3.5229 3.1388 -2.3645  0.1564
H 4.7932 4.3241 0.1442  0.2052
H 4.6165 1.3306 -0.2712  0.2286
N -0.6821 -0.3080 0.3363  -0.4501
C -0.5678 -1.4065 -0.6143  -0.2495
C -1.3687 -1.0678 -1.8778  -0.2221
N -2.7684 -0.7946 -1.6200  -0.4440
C -2.8780 0.2047 -0.5780  -0.2170
C -2.0872 -0.1478 0.6860  -0.2492
H -2.1878 0.6539 1.4187  0.2209
H -2.4888 -1.0725 1.1379  0.1675
H -3.9306 0.3521 -0.3289  0.2034
H -2.4824 1.1411 -0.9847  0.1988
C -3.5718 -1.9879 -1.4068  -0.2441
C -3.6622 -2.7942 -2.6754  -0.0474
C -3.4609 -4.1668 -2.6717  -0.2100
C -3.5611 -4.8952 -3.8452  -0.2078
C -3.8573 -4.2553 -5.0355  -0.2170
C -4.0538 -2.8837 -5.0480  -0.2244
C -3.9591 -2.1584 -3.8752  -0.1525
H -4.1040 -1.0889 -3.8741  0.2143
H -4.2839 -2.3802 -5.9757  0.2114
H -3.9335 -4.8229 -5.9512  0.2125
H -3.4040 -5.9638 -3.8289  0.2126
H -3.2257 -4.6726 -1.7453  0.2080
H -4.5781 -1.6540 -1.1302  0.2107
H -3.1996 -2.6300 -0.5920  0.1713
H -1.2940 -1.8880 -2.5940  0.2175
H -0.9402 -0.1681 -2.3310  0.1976
H 0.4784 -1.5528 -0.8893  0.2104
H -0.9306 -2.3521 -0.1746  0.1718
H -0.2289 -1.3761 2.1185  0.2139
H 0.7628 -0.4483 4.1274  0.2225
H 0.9250 1.4879 5.6306  0.2119
H 1.2510 3.9696 5.7777  0.2183
H -0.4895 4.1881 5.6248  0.2217
H 0.5948 5.0142 4.5065  0.2166

Calculated values
- ΔE to the lowest compared entry with this formula, charge and spin: 39.0 kcal/mol
- HOMO energy: -8.5 eV
- Structure (SMILES): Cc1ccc([C@H](c2nnnn2C[C@H]2CCCO2)N2CCN(Cc3ccccc3)CC2)cc1



Here is the molecule C5H6O from the OMol25 dataset. Energies are from ωB97M-V with the def2-TZVPD basis set.

Last column: natural (NBO) charge in e.
Cartesian coordinates (Å):
C -1.0270 -1.0926 -0.2316  -0.6027
C 0.1365 -0.1296 0.0650  -0.4131
C 1.3311 -0.3411 -0.8371  0.4548
O 1.4678 -1.2917 -1.5670  -0.5123
C -0.1787 1.2513 0.4335  -0.0173
C -0.2413 2.2255 1.1420  -0.2255
H -1.7955 -1.0454 0.5430  0.2218
H -1.5167 -0.8661 -1.1904  0.2244
H -0.6624 -2.1206 -0.3144  0.2346
H 0.6555 -0.1734 1.0506  0.2827
H 2.1431 0.3934 -0.6716  0.1160
H -0.3125 3.1903 1.5779  0.2366

Calculated values
- ΔE to the lowest compared entry with this formula, charge and spin: 56.5 kcal/mol
- HOMO energy: -9.8 eV
- Structure (SMILES): C#C[C@@H](C)C=O



Here is the molecule C4H6ClNO2 from the OMol25 dataset. Energies are from ωB97M-V with the def2-TZVPD basis set.

Last column: natural (NBO) charge in e.
Cartesian coordinates (Å):
C -0.4802 0.6496 -1.1667  -0.3781
C -0.6840 -0.2536 0.0508  -0.1475
C -0.4048 0.4120 1.3333  -0.0856
C 1.4296 -0.7834 0.4765  0.8874
H -0.0109 0.2780 -2.2009  0.2585
H -1.5684 1.1764 -1.4180  0.2268
H -1.8005 -0.5286 -0.2420  0.2202
H -1.0783 0.0665 2.1691  0.2171
H -0.4116 1.5534 1.3694  0.2298
H 0.2300 -1.8703 -1.0179  0.4076
N 0.1847 -1.3632 -0.0247  -0.6546
O 1.0264 0.0735 1.3965  -0.4881
O 2.5795 -1.1932 0.2111  -0.5898
Cl 0.9887 1.7828 -0.9365  -0.1036

Calculated values
- ΔE to the lowest compared entry with this formula, charge and spin: 54.1 kcal/mol
- HOMO energy: -10.0 eV
- Structure (SMILES): O=C1N[C@H](CCl)CO1



Here is a cluster of 2 separate species, C4H3BrF2N2 in total from the OMol25 dataset. Energies are from ωB97M-V with the def2-TZVPD basis set.

Last column: natural (NBO) charge in e.
Cartesian coordinates (Å):
C -0.6810 0.6839 -0.4431  -0.2816
C -1.7323 -0.0480 0.0371  -0.0523
C 0.4473 -0.1672 -0.3377  -0.0308
C 1.7206 0.1677 -0.6478  0.3479
N 0.0785 -1.2630 0.3092  -0.2385
N -1.2117 -1.1934 0.4493  -0.2745
F 1.2962 1.3438 1.6629  -0.1003
F 1.9362 1.1782 -1.3755  -0.2896
Br 3.3020 -0.6912 -0.0936  0.0727
H -0.6605 1.6522 -0.7852  0.2302
H -2.7347 0.1329 0.2801  0.2180
H -1.7605 -1.7959 0.9443  0.3988

Calculated values
- Multiplicity: 3
- HOMO energy (alpha / beta): -7.3 / -9.8 eV